No. 1
Density functional theory data (ωB97M-V/def2-TZVPD) for a cluster of 2 separate species, C3H2Cl3N in total.

Computed properties:
- Lowest unoccupied orbital energy (spin up / spin down): -1.2 / -1.2 eV
- Relative energy (zero: lowest compared OMol25 entry of this formula, charge and spin): 2.5257 eV
- HOMO energy (spin up / spin down): -9.3 / -9.3 eV

Geometry (Å):
1 C -1.398 -0.971 -0.223
2 C -0.618 -0.028 -0.970
3 C 1.066 0.379 0.586
4 N -2.159 -1.505 0.438
5 Cl 0.190 0.512 2.086
6 Cl 1.758 1.864 -0.041
7 Cl 2.079 -0.897 0.602
8 H -0.952 0.932 -0.810
9 H 0.035 -0.287 -1.668

natural (NBO) atomic charge list, values in e, 8 entries:
1. C 0.2176
2. C -0.3922
3. C -0.2399
4. N -0.2878
5. Cl 0.0675
6. Cl 0.0470
7. Cl 0.1310
8. H 0.2349

---

No. 2
Density functional theory data (ωB97M-V/def2-TZVPD) for a cluster of 2 separate species, CH4BrOP in total.

Computed properties:
- Lowest unoccupied orbital energy: 0.3 eV
- Structure (SMILES): [H]/P=C\O.Br
- Relative energy (zero: lowest compared OMol25 entry of this formula, charge and spin): 1.9299 eV
- HOMO energy: -9.0 eV

Geometry (Å):
1 C 0.185 0.404 -0.819
2 O -0.821 1.182 -0.458
3 P 0.366 -1.214 -0.575
4 Br 3.296 0.130 0.048
5 H 0.865 0.691 -1.597
6 H -0.647 2.132 -0.732
7 H 2.240 -0.561 -0.213
8 H -0.503 -1.329 0.412

Table of natural (NBO) atomic charges, one value per atom, all in e:
1. C -0.1614
2. O -0.6461
3. P 0.2660
4. Br -0.2060
5. H 0.1818
6. H 0.4906
7. H 0.1238
8. H -0.0486

---

No. 3
Density functional theory data (ωB97M-V/def2-TZVPD) for a cluster of 5 separate species, C20H55N5O5 in total.

Computed properties:
- Lowest unoccupied orbital energy: 0.3 eV
- Structure (SMILES): COC[C@H](C)N.COC[C@H](C)N.COC[C@H](C)N.COC[C@H](C)N.COC[C@H](C)N
- Relative energy (zero: lowest compared OMol25 entry of this formula, charge and spin): 19.3549 eV
- HOMO energy: -7.5 eV

Geometry (Å):
1 C -4.464 -3.761 3.637
2 C -3.908 -2.613 2.737
3 C -2.354 -2.817 2.452
4 O -2.012 -4.225 2.270
5 C -0.972 -4.389 1.372
6 N -4.722 -2.362 1.569
7 H -3.880 -4.030 4.517
8 H -4.501 -4.667 3.033
9 H -5.489 -3.565 3.950
10 H -4.043 -1.751 3.390
11 H -1.831 -2.433 3.328
12 H -2.249 -2.307 1.495
13 H -1.312 -4.467 0.339
14 H -0.314 -5.195 1.696
15 H -0.240 -3.586 1.458
16 H -5.651 -2.385 1.965
17 H -4.737 -3.156 0.945
18 C -0.469 0.133 -3.960
19 C 0.183 -1.294 -3.737
20 C -0.849 -2.238 -3.091
21 O -1.473 -1.841 -1.937
22 C -2.485 -2.732 -1.591
23 N 0.466 -1.810 -5.108
24 H -0.372 0.555 -4.960
25 H 0.118 0.750 -3.280
26 H -1.521 0.058 -3.686
27 H 1.097 -1.406 -3.154
28 H -0.240 -3.127 -2.923
29 H -1.701 -2.535 -3.703
30 H -3.075 -2.453 -0.718
31 H -1.946 -3.609 -1.232
32 H -3.321 -2.919 -2.264
33 H 1.311 -1.288 -5.288
34 H -0.242 -1.378 -5.685
35 C 1.143 3.020 -2.516
36 C 2.227 2.315 -1.542
37 C 3.211 3.410 -0.952
38 O 3.814 4.317 -1.835
39 C 4.719 4.094 -2.900
40 N 1.466 1.772 -0.551
41 H 1.651 3.730 -3.168
42 H 0.425 3.420 -1.800
43 H 0.600 2.265 -3.085
44 H 2.671 1.485 -2.092
45 H 3.916 2.887 -0.304
46 H 2.786 4.029 -0.162
47 H 5.559 3.497 -2.544
48 H 5.009 5.128 -3.086
49 H 4.347 3.787 -3.877
50 H 2.048 0.996 -0.271
51 H 0.592 1.356 -0.839
52 C 2.518 3.477 4.694
53 C 1.140 3.360 3.961
54 C 1.266 3.151 2.411
55 O 0.009 3.379 1.695
56 C -0.196 2.526 0.547
57 N 0.306 2.309 4.652
58 H 2.375 3.850 5.708
59 H 3.105 4.292 4.273
60 H 3.175 2.610 4.621
61 H 0.535 4.244 4.163
62 H 1.739 2.231 2.070
63 H 1.929 3.933 2.043
64 H 0.560 2.805 -0.187
65 H -1.222 2.754 0.259
66 H 0.106 1.490 0.703
67 H 0.845 1.455 4.677
68 H -0.463 2.098 4.033
69 C -0.997 0.370 0.131
70 C 0.503 0.036 -0.047
71 C 1.073 -1.198 0.740
72 O 0.176 -2.278 0.839
73 C 0.014 -2.987 -0.350
74 N 0.793 -0.148 -1.516
75 H -1.712 -0.427 -0.073
76 H -1.367 1.266 -0.368
77 H -1.142 0.657 1.173
78 H 0.996 0.891 0.416
79 H 1.282 -0.795 1.731
80 H 2.071 -1.510 0.432
81 H -0.409 -2.303 -1.086
82 H -0.773 -3.737 -0.270
83 H 0.953 -3.387 -0.733
84 H 1.759 -0.369 -1.712
85 H 0.069 -0.712 -1.938

Löwdin atomic charge list, values in e, 8 entries:
1. C -0.0723
2. C -0.4145
3. C -0.1145
4. O -0.1523
5. C -0.1497
6. N 0.0309
7. H 0.0760
8. H 0.0684

---

No. 4
Density functional theory data (ωB97M-V/def2-TZVPD) for the ion CH2ClO3S with charge -1.

Computed properties:
- Lowest unoccupied orbital energy: 3.9 eV
- Net charge: -1
- Relative energy (zero: lowest compared OMol25 entry of this formula, charge and spin): 1.4822 eV
- HOMO energy: -4.7 eV

Geometry (Å):
1 C -0.582 0.154 0.426
2 O 1.779 -1.254 0.134
3 O -0.239 -0.765 1.487
4 O -0.029 1.444 0.316
5 S 0.358 -1.220 -0.018
6 Cl 0.209 -0.037 -2.119
7 H -1.682 0.223 0.378
8 H 0.186 1.456 -0.605

Table of natural (NBO) atomic charges, one value per atom, all in e:
1. C 0.0889
2. O -0.9577
3. O -0.7252
4. O -0.7446
5. S 1.4641
6. Cl -0.7635
7. H 0.1427
8. H 0.4954

---

No. 5
Density functional theory data (ωB97M-V/def2-TZVPD) for an isolated molecule of C6H9N.

Computed properties:
- Lowest unoccupied orbital energy: 1.1 eV
- Structure (SMILES): CC#CCN1CC1
- Relative energy (zero: lowest compared OMol25 entry of this formula, charge and spin): 3.2125 eV
- HOMO energy: -9.0 eV

Geometry (Å):
1 C 3.262 0.563 0.215
2 C 1.948 -0.032 -0.031
3 C 0.864 -0.511 -0.252
4 C -0.457 -1.052 -0.589
5 N -1.479 -0.742 0.414
6 C -2.700 -0.135 -0.090
7 C -1.720 0.662 0.686
8 H 3.855 0.582 -0.705
9 H 3.822 -0.002 0.967
10 H 3.160 1.593 0.570
11 H -0.737 -0.673 -1.587
12 H -0.395 -2.143 -0.673
13 H -3.629 -0.479 0.358
14 H -2.758 0.070 -1.160
15 H -1.127 1.400 0.146
16 H -1.909 0.901 1.730

natural (NBO) atomic charge list, values in e, 8 entries:
1. C -0.6824
2. C 0.0138
3. C -0.0449
4. C -0.2883
5. N -0.3900
6. C -0.2573
7. C -0.2604
8. H 0.2348

---

No. 6
Density functional theory data (ωB97M-V/def2-TZVPD) for a cluster of 7 separate species, C35H57Cl25O3 in total.

Computed properties:
- Lowest unoccupied orbital energy: -0.1 eV
- Structure (SMILES): CC[C@@H](Cl)[C@](CCCCCCCCCCCOC)(COCCC[C@H](C)CCC=C(C)C)OC.ClC(Cl)(Cl)Cl.ClC(Cl)(Cl)Cl.ClC(Cl)(Cl)Cl.ClC(Cl)(Cl)Cl.ClC(Cl)(Cl)Cl.ClC(Cl)(Cl)Cl
- HOMO energy: -6.7 eV

Geometry (Å):
1 C 1.959 1.187 -1.995
2 C 3.291 2.004 -2.072
3 C 3.274 3.468 -1.545
4 Cl 2.230 4.461 -2.695
5 C 2.972 3.735 -0.032
6 C 4.100 3.168 0.941
7 C 4.235 1.615 0.967
8 C 4.520 1.001 2.407
9 C 4.960 -0.498 2.121
10 C 3.711 -1.388 1.710
11 C 4.002 -2.381 0.527
12 C 2.833 -2.419 -0.564
13 C 3.466 -2.546 -1.999
14 C 2.424 -2.536 -3.176
15 C 1.553 -3.856 -3.261
16 C 0.165 -3.753 -2.528
17 O -0.485 -2.490 -2.679
18 C -0.635 -1.795 -1.443
19 C 1.620 3.225 0.538
20 O 0.491 3.370 -0.351
21 C -0.529 2.442 -0.002
22 C -1.938 2.966 -0.490
23 C -3.125 2.388 0.374
24 C -3.828 1.133 -0.270
25 C -4.907 1.649 -1.313
26 C -4.597 0.336 0.877
27 C -4.171 -1.187 0.962
28 C -3.765 -1.550 2.436
29 C -2.426 -1.270 2.876
30 C -2.055 0.056 3.646
31 C -1.257 -2.259 2.573
32 O 3.195 5.168 0.118
33 C 2.015 5.927 0.288
34 H 2.104 0.255 -2.608
35 H 1.094 1.720 -2.469
36 H 1.667 0.847 -0.975
37 H 3.547 2.065 -3.166
38 H 4.104 1.356 -1.645
39 H 4.305 3.877 -1.718
40 H 3.849 3.554 1.965
41 H 5.044 3.645 0.606
42 H 3.403 1.041 0.499
43 H 5.155 1.349 0.373
44 H 3.626 1.036 3.070
45 H 5.410 1.544 2.833
46 H 5.640 -0.497 1.226
47 H 5.507 -0.956 2.980
48 H 2.814 -0.780 1.443
49 H 3.449 -1.990 2.621
50 H 4.094 -3.443 0.880
51 H 4.934 -2.156 -0.044
52 H 2.162 -1.532 -0.474
53 H 2.217 -3.341 -0.384
54 H 4.113 -3.453 -2.105
55 H 4.110 -1.631 -2.138
56 H 3.027 -2.513 -4.126
57 H 1.788 -1.619 -3.201
58 H 1.456 -4.149 -4.339
59 H 2.138 -4.670 -2.738
60 H 0.308 -4.076 -1.469
61 H -0.510 -4.521 -3.001
62 H 0.194 -1.057 -1.266
63 H -1.594 -1.214 -1.523
64 H -0.719 -2.462 -0.552
65 H 1.660 2.117 0.739
66 H 1.341 3.668 1.535
67 H -0.556 2.286 1.110
68 H -0.342 1.458 -0.507
69 H -1.940 4.079 -0.365
70 H -2.087 2.719 -1.572
71 H -2.746 2.087 1.379
72 H -3.882 3.208 0.477
73 H -3.102 0.482 -0.817
74 H -5.815 2.012 -0.765
75 H -4.465 2.489 -1.902
76 H -5.201 0.846 -2.041
77 H -5.688 0.363 0.636
78 H -4.484 0.835 1.876
79 H -5.077 -1.799 0.714
80 H -3.364 -1.457 0.232
81 H -4.491 -2.039 3.138
82 H -1.082 0.445 3.266
83 H -2.038 -0.106 4.760
84 H -2.844 0.809 3.418
85 H -1.253 -3.134 3.264
86 H -0.256 -1.759 2.604
87 H -1.392 -2.652 1.527
88 H 1.229 5.777 -0.495
89 H 2.304 7.012 0.218
90 H 1.520 5.822 1.293
91 C -8.711 -0.223 -1.884
92 Cl -8.717 1.532 -1.633
93 Cl -7.924 -0.595 -3.429
94 Cl -7.822 -1.007 -0.565
95 Cl -10.379 -0.823 -1.910
96 C -12.161 2.770 -4.013
97 Cl -13.010 3.057 -5.542
98 Cl -11.800 4.322 -3.236
99 Cl -13.185 1.797 -2.941
100 Cl -10.647 1.904 -4.329
101 C 7.474 4.522 2.676
102 Cl 6.020 5.070 3.528
103 Cl 7.575 2.750 2.753
104 Cl 7.404 5.043 0.983
105 Cl 8.909 5.224 3.445
106 C -6.799 -2.042 5.383
107 Cl -8.344 -1.914 6.243
108 Cl -7.097 -2.096 3.636
109 Cl -5.791 -0.634 5.766
110 Cl -5.963 -3.522 5.884
111 C 8.528 -3.133 0.387
112 Cl 8.475 -1.801 1.557
113 Cl 10.138 -3.208 -0.350
114 Cl 8.184 -4.662 1.216
115 Cl 7.312 -2.860 -0.875
116 C 0.129 -8.129 -2.395
117 Cl -1.312 -7.568 -1.527
118 Cl 0.231 -9.896 -2.292
119 Cl 0.023 -7.639 -4.096
120 Cl 1.575 -7.409 -1.664

Löwdin atomic charge list, values in e, 8 entries:
1. C -0.1103
2. C -0.2497
3. C -0.5168
4. Cl 0.6398
5. C -0.4177
6. C -0.1086
7. C -0.2000
8. C -0.1893

---

No. 7
Density functional theory data (ωB97M-V/def2-TZVPD) for an isolated molecule of C2H4P4.

Computed properties:
- Lowest unoccupied orbital energy (spin up / spin down): -0.9 / -1.1 eV
- Structure (SMILES): C1P=[PH]=C2[PH]#P12
- Relative energy (zero: lowest compared OMol25 entry of this formula, charge and spin): 2.8106 eV
- HOMO energy (spin up / spin down): -7.8 / -7.9 eV

Geometry (Å):
1 C 0.126 0.338 1.351
2 C -0.631 -0.223 -1.311
3 P -0.942 1.583 -0.963
4 P 0.600 -1.532 -1.284
5 P 0.925 1.304 0.057
6 P -0.656 -1.106 0.443
7 H 1.021 0.161 2.032
8 H -0.571 0.934 1.988
9 H -0.527 2.064 -2.234
10 H -0.294 -2.376 -1.674

natural (NBO) atomic charge list, values in e, 8 entries:
1. C -1.1203
2. C -0.8568
3. P 0.3039
4. P 0.3591
5. P 0.4174
6. P 0.4475
7. H 0.2596
8. H 0.2653

---

No. 8
Density functional theory data (ωB97M-V/def2-TZVPD) for an isolated molecule of C4H8N2O.

Computed properties:
- Lowest unoccupied orbital energy: 0.4 eV
- Structure (SMILES): [H]/N=C1/C[N@@+]1(C)C[O-]
- Relative energy (zero: lowest compared OMol25 entry of this formula, charge and spin): 5.9503 eV
- HOMO energy: -8.4 eV

Geometry (Å):
1 C -0.513 1.021 0.863
2 C 0.738 -1.246 0.860
3 N -0.163 -0.279 0.274
4 C -1.023 -0.568 -1.021
5 C 0.202 1.265 -0.369
6 N 1.186 1.826 -0.878
7 O -0.538 -1.388 -1.810
8 H 1.726 1.312 -1.568
9 H -2.090 -0.611 -0.712
10 H -1.578 1.233 0.964
11 H 0.057 1.261 1.757
12 H -0.910 0.665 -1.332
13 H 1.691 -0.777 1.121
14 H 0.912 -2.008 0.099
15 H 0.305 -1.706 1.752

natural (NBO) atomic charge list, values in e, 8 entries:
1. C -0.2950
2. C -0.4221
3. N -0.3763
4. C 0.2952
5. C 0.4585
6. N -0.6746
7. O -0.6917
8. H 0.3894

---

Energy, respectively: -1550.72605 -3031.01267 -1444.18390 -1123.40903 -288.66398 -13097.96378 -1443.86248 -341.78498 Ha.
Max |F|, respectively: 5.9 6.2 8.9 3.1 0.5 2.4 4.1 0.5 eV Å⁻¹.